Version A
DFT (wB97M-V/def2-TZVPD) results for a molecular structure, C4H15N2O.

CARTESIAN COORDINATES (ANGSTROEM)
N  0.71  1.19  -1.68
C  -0.51  0.49  -1.80
C  -1.50  -0.21  -0.52
N  -0.85  -0.59  1.15
C  -0.38  -2.03  1.36
C  1.17  -2.72  1.27
H  1.50  0.66  -1.31
H  -0.41  9.79  5.45
H  1.06  1.51  -2.59
H  -1.38  1.02  -2.33
H  -0.46  -0.42  -2.38
H  -1.88  -1.23  -0.69
H  -2.32  0.50  -0.24
H  1.68  -1.13  -1.89
H  -0.88  -2.49  0.51
H  -0.88  -2.33  2.34
H  1.54  -2.50  0.28
H  1.77  -2.37  2.09
H  0.91  -3.83  1.35
H  -3.34  9.94  5.46
H  2.52  -2.00  -3.06
O  1.92  -1.28  -2.80

## Properties
- Frontier orbital gap: 2.281 eV
- M: 107.18 g/mol
- Charge: +1
- LUMO: -8.09 eV
- Highest occupied orbital energy: -0.3810 hartree
- Spin multiplicity: 1

Mulliken analysis output, partial charges in e: atom 1 (N): -0.583, atom 2 (C): -0.293, atom 3 (C): -0.475, atom 4 (N): -0.022, atom 5 (C): -0.316, atom 6 (C): -0.664, atom 7 (H): 0.249, atom 8 (H): -0.003, atom 9 (H): 0.310, atom 10 (H): 0.313, atom 11 (H): 0.341, atom 12 (H): 0.410, atom 13 (H): 0.311, atom 14 (H): 0.260, atom 15 (H): 0.265, atom 16 (H): 0.342, atom 17 (H): 0.211, atom 18 (H): 0.325, atom 19 (H): 0.310, atom 20 (H): 0.003, atom 21 (H): 0.312, atom 22 (O): -0.607

Version B
DFT (wB97M-V/def2-TZVPD) results for 2 unconnected molecules or ions with the total composition C4H15N2O.

CARTESIAN COORDINATES (ANGSTROEM)
C  0.23  -1.20  2.29
C  -0.04  -0.47  1.00
C  0.64  -1.20  -0.16
C  0.34  -0.64  -1.53
N  0.96  0.72  -1.63
N  0.53  0.93  1.05
H  1.31  -1.29  2.53
H  -0.21  -0.73  3.17
H  -0.08  -2.24  2.26
H  -1.10  -0.31  0.89
H  0.41  -2.26  -0.13
H  1.72  -1.15  0.04
H  0.74  -1.26  -2.32
H  -0.73  -0.55  -1.65
H  1.86  0.64  -2.08
H  0.40  1.33  -2.22
H  -0.24  1.60  1.08
H  1.11  1.05  1.88
H  1.05  1.10  0.16
H  -2.50  0.60  -1.36
H  -2.76  2.07  -1.08
O  -2.25  1.30  -0.75

## Properties
- Frontier orbital gap: 11.276 eV
- M: 107.18 g/mol
- Charge: +1
- LUMO: -2.76 eV
- Highest occupied orbital energy: -0.5158 hartree
- Spin multiplicity: 1

Mulliken analysis output, partial charges in e: atom 1 (C): -1.688, atom 2 (C): 0.493, atom 3 (C): -1.057, atom 4 (C): -0.386, atom 5 (N): -0.615, atom 6 (N): -0.209, atom 7 (H): 0.418, atom 8 (H): 0.429, atom 9 (H): 0.403, atom 10 (H): 0.257, atom 11 (H): 0.475, atom 12 (H): 0.372, atom 13 (H): 0.428, atom 14 (H): 0.101, atom 15 (H): 0.212, atom 16 (H): 0.222, atom 17 (H): 0.371, atom 18 (H): 0.361, atom 19 (H): 0.383, atom 20 (H): 0.311, atom 21 (H): 0.302, atom 22 (O): -0.582

Stability summary - winner: version B; margin: 16.912 eV.

Version A
DFT (wB97M-V/def2-TZVPD) results for 2 unconnected molecules or ions with the total composition C4H15N2O.

CARTESIAN COORDINATES (ANGSTROEM)
C  0.78  1.43  1.27
N  1.57  0.82  0.15
C  2.01  1.82  -0.85
H  0.48  0.67  1.98
H  1.40  2.19  1.73
H  -0.12  1.85  0.83
H  1.00  0.07  -0.34
H  2.38  0.35  0.55
H  1.18  2.13  -1.49
H  2.76  1.35  -1.48
H  2.36  2.72  -0.36
C  -1.94  -1.20  0.50
O  -2.51  -2.27  1.23
C  -1.02  -1.83  -0.53
N  -0.29  -0.78  -1.28
H  -2.69  -0.58  0.01
H  -1.34  -0.58  1.19
H  -3.11  -1.89  1.89
H  -0.33  -2.50  -0.02
H  -1.64  -2.44  -1.18
H  -1.00  -0.15  -1.65
H  0.08  -1.19  -2.14

## Properties
- Frontier orbital gap: 10.778 eV
- M: 107.18 g/mol
- Charge: +1
- LUMO: -2.95 eV
- Highest occupied orbital energy: -0.5044 hartree
- Spin multiplicity: 1

Mulliken analysis output, partial charges in e: atom 1 (C): -0.975, atom 2 (N): 0.014, atom 3 (C): -0.855, atom 4 (H): 0.337, atom 5 (H): 0.406, atom 6 (H): 0.398, atom 7 (H): 0.343, atom 8 (H): 0.404, atom 9 (H): 0.326, atom 10 (H): 0.372, atom 11 (H): 0.346, atom 12 (C): -0.230, atom 13 (O): -0.506, atom 14 (C): -0.642, atom 15 (N): -0.665, atom 16 (H): 0.312, atom 17 (H): 0.113, atom 18 (H): 0.329, atom 19 (H): 0.313, atom 20 (H): 0.373, atom 21 (H): 0.241, atom 22 (H): 0.244

Version B
DFT (wB97M-V/def2-TZVPD) results for 2 unconnected molecules or ions with the total composition C4H15N2O.

CARTESIAN COORDINATES (ANGSTROEM)
N  0.53  -1.31  -0.38
C  -0.60  -0.35  0.00
C  -0.77  0.61  -1.12
C  -0.34  0.27  1.41
N  0.88  1.00  1.55
C  0.55  2.42  1.85
H  0.20  -2.23  -0.90
H  1.12  -0.65  -0.98
H  0.97  -1.51  0.49
H  -1.48  -0.95  0.16
H  -1.58  1.26  -1.07
H  -1.00  0.03  -2.06
H  0.09  1.33  -1.34
H  -1.23  0.99  1.62
H  -0.58  -0.50  2.09
H  1.60  0.59  2.21
H  -0.37  2.98  1.69
H  0.84  2.96  2.80
H  1.28  2.94  1.06
H  0.66  -3.16  -3.47
H  -0.59  -3.86  -2.82
O  -0.18  -2.87  -2.79

## Properties
- Frontier orbital gap: 9.435 eV
- M: 107.18 g/mol
- Charge: +1
- LUMO: -3.21 eV
- Highest occupied orbital energy: -0.4647 hartree
- Spin multiplicity: 1

Mulliken analysis output, partial charges in e: atom 1 (N): -0.242, atom 2 (C): 0.265, atom 3 (C): -1.562, atom 4 (C): -0.912, atom 5 (N): -0.252, atom 6 (C): -0.935, atom 7 (H): 0.367, atom 8 (H): 0.412, atom 9 (H): 0.329, atom 10 (H): 0.258, atom 11 (H): 0.424, atom 12 (H): 0.371, atom 13 (H): 0.409, atom 14 (H): 0.394, atom 15 (H): 0.455, atom 16 (H): 0.275, atom 17 (H): 0.347, atom 18 (H): 0.314, atom 19 (H): 0.279, atom 20 (H): 0.376, atom 21 (H): 0.379, atom 22 (O): -0.752

Stability summary - winner: version A; margin: 2.090 eV.

Version A
DFT (wB97M-V/def2-TZVPD) results for a gas-phase ion, C6H16N (charge +1).

CARTESIAN COORDINATES (ANGSTROEM)
C  -2.88  -0.34  -0.87
C  -1.90  -1.24  -0.10
C  -0.63  -0.52  0.33
C  0.28  -0.12  -0.82
C  1.03  1.18  -0.55
C  1.72  1.25  0.80
N  2.52  -0.07  1.07
H  -3.85  -0.84  -0.84
H  -3.10  0.62  -0.39
H  -2.60  -0.22  -1.92
H  -1.68  -2.08  -0.76
H  -2.41  -1.59  0.79
H  -0.94  0.36  0.92
H  -0.08  -1.21  1.00
H  0.98  -0.92  -1.06
H  -0.34  0.00  -1.72
H  1.68  1.56  -1.33
H  0.25  1.93  -0.40
H  1.18  1.44  1.72
H  2.55  1.95  0.80
H  2.09  -0.78  1.67
H  2.73  -0.50  0.17
H  3.41  0.13  1.51

## Properties
- Frontier orbital gap: 11.015 eV
- M: 102.20 g/mol
- Charge: +1
- LUMO: -3.66 eV
- Highest occupied orbital energy: -0.5394 hartree
- Spin multiplicity: 1

Mulliken analysis output, partial charges in e: atom 1 (C): -1.242, atom 2 (C): -0.686, atom 3 (C): -0.381, atom 4 (C): -0.404, atom 5 (C): -0.809, atom 6 (C): -0.572, atom 7 (N): -0.327, atom 8 (H): 0.380, atom 9 (H): 0.314, atom 10 (H): 0.356, atom 11 (H): 0.308, atom 12 (H): 0.378, atom 13 (H): 0.343, atom 14 (H): 0.142, atom 15 (H): 0.382, atom 16 (H): 0.341, atom 17 (H): 0.341, atom 18 (H): 0.355, atom 19 (H): 0.368, atom 20 (H): 0.388, atom 21 (H): 0.319, atom 22 (H): 0.323, atom 23 (H): 0.383

Version B
DFT (wB97M-V/def2-TZVPD) results for 3 unconnected molecules or ions with the total composition C6H16N.

CARTESIAN COORDINATES (ANGSTROEM)
C  1.63  -1.71  1.78
C  0.40  -1.67  0.83
C  0.37  -0.78  -0.17
C  -1.55  -0.37  0.97
C  1.33  0.35  -0.52
C  0.85  1.20  -1.63
N  -2.47  2.12  -1.16
H  1.55  -1.79  2.93
H  2.22  -0.80  1.89
H  2.28  -2.53  1.45
H  -0.22  -2.55  0.97
H  -0.37  -0.95  -1.03
H  -1.71  -1.11  1.73
H  -1.90  -0.46  0.00
H  -1.19  0.56  1.41
H  2.28  0.02  -0.85
H  1.58  0.70  0.50
H  1.55  1.24  -2.55
H  1.17  2.15  -1.23
H  -0.20  1.16  -1.85
H  -3.50  2.38  -1.27
H  -2.30  2.00  -0.19
H  -2.01  2.95  -1.36

## Properties
- Frontier orbital gap: 8.392 eV
- M: 102.20 g/mol
- Charge: +1
- LUMO: -5.44 eV
- Highest occupied orbital energy: -0.5084 hartree
- Spin multiplicity: 1

Mulliken analysis output, partial charges in e: atom 1 (C): -1.207, atom 2 (C): -0.401, atom 3 (C): -0.292, atom 4 (C): -0.778, atom 5 (C): -0.337, atom 6 (C): -1.329, atom 7 (N): -0.656, atom 8 (H): 0.346, atom 9 (H): 0.311, atom 10 (H): 0.337, atom 11 (H): 0.582, atom 12 (H): 0.681, atom 13 (H): 0.365, atom 14 (H): 0.483, atom 15 (H): 0.333, atom 16 (H): 0.397, atom 17 (H): 0.392, atom 18 (H): 0.304, atom 19 (H): 0.320, atom 20 (H): 0.472, atom 21 (H): 0.261, atom 22 (H): 0.177, atom 23 (H): 0.239

Stability summary - winner: version A; margin: 4.312 eV.

Version A
DFT (wB97M-V/def2-TZVPD) results for 2 unconnected molecules or ions with the total composition C6H16N.

CARTESIAN COORDINATES (ANGSTROEM)
C  3.07  0.61  0.37
C  2.51  -0.81  0.33
C  0.98  -0.76  0.28
C  0.10  -1.61  1.26
C  -0.94  -0.70  1.91
C  -1.91  0.00  0.86
N  -1.24  1.16  0.32
H  4.21  0.72  0.48
H  2.70  1.06  -0.56
H  2.79  1.09  1.38
H  2.92  -1.34  1.15
H  2.89  -1.36  -0.57
H  -0.29  1.04  -0.04
H  0.57  -0.72  -0.73
H  -0.52  -2.53  0.70
H  0.80  -1.87  2.06
H  -1.70  -1.16  2.54
H  -0.51  0.07  2.54
H  -2.86  0.20  1.39
H  -2.28  -0.69  0.08
H  -4.91  3.01  -7.36
H  -4.56  3.01  -7.99
H  -1.82  1.58  -0.41

## Properties
- Frontier orbital gap: 5.859 eV
- M: 102.20 g/mol
- Charge: +1
- LUMO: -7.40 eV
- Highest occupied orbital energy: -0.4872 hartree
- Spin multiplicity: 1

Mulliken analysis output, partial charges in e: atom 1 (C): -1.150, atom 2 (C): -0.427, atom 3 (C): -0.285, atom 4 (C): -0.192, atom 5 (C): -0.821, atom 6 (C): -0.468, atom 7 (N): -0.504, atom 8 (H): 0.362, atom 9 (H): 0.336, atom 10 (H): 0.325, atom 11 (H): 0.404, atom 12 (H): 0.306, atom 13 (H): 0.164, atom 14 (H): 0.623, atom 15 (H): 0.328, atom 16 (H): 0.287, atom 17 (H): 0.361, atom 18 (H): 0.366, atom 19 (H): 0.398, atom 20 (H): 0.319, atom 21 (H): -0.004, atom 22 (H): 0.004, atom 23 (H): 0.269

Version B
DFT (wB97M-V/def2-TZVPD) results for a gas-phase ion, C6H16N (charge +1).

CARTESIAN COORDINATES (ANGSTROEM)
C  0.50  1.74  1.46
C  -0.56  0.84  2.08
C  -0.99  -0.33  1.16
C  0.10  -1.20  0.49
C  -0.33  -1.54  -0.97
C  -0.27  -0.43  -1.98
N  1.13  0.16  -2.08
H  0.06  2.18  0.56
H  0.64  2.60  2.14
H  1.51  1.41  1.23
H  -1.43  1.45  2.29
H  -0.25  0.35  3.01
H  -1.71  -0.93  1.73
H  -1.48  0.12  0.30
H  1.03  -0.63  0.65
H  0.30  -2.17  0.94
H  0.32  -2.37  -1.28
H  -1.39  -1.80  -0.86
H  -0.92  0.40  -1.68
H  -0.61  -0.75  -2.97
H  1.18  0.89  -2.78
H  1.42  0.66  -1.24
H  1.76  -0.65  -2.21

## Properties
- Frontier orbital gap: 10.989 eV
- M: 102.20 g/mol
- Charge: +1
- LUMO: -3.62 eV
- Highest occupied orbital energy: -0.5368 hartree
- Spin multiplicity: 1

Mulliken analysis output, partial charges in e: atom 1 (C): -1.007, atom 2 (C): -0.591, atom 3 (C): -0.555, atom 4 (C): -0.403, atom 5 (C): -0.735, atom 6 (C): -0.658, atom 7 (N): -0.200, atom 8 (H): 0.215, atom 9 (H): 0.360, atom 10 (H): 0.290, atom 11 (H): 0.354, atom 12 (H): 0.336, atom 13 (H): 0.335, atom 14 (H): 0.217, atom 15 (H): 0.288, atom 16 (H): 0.321, atom 17 (H): 0.333, atom 18 (H): 0.350, atom 19 (H): 0.400, atom 20 (H): 0.374, atom 21 (H): 0.393, atom 22 (H): 0.204, atom 23 (H): 0.380

Stability summary - winner: version B; margin: 4.934 eV.